A structure of composition C28H67NO4Si3 at a distorted geometry. Source: OMol25; level of theory: wB97M-V/def2-TZVPD.

XYZ file:
```
103
Properties=species:S:1:pos:R:3:forces:R:3:lowdin_charge:R:1
C 5.1527 -1.9041 1.2485 -0.084 -0.890 0.127 -0.104
C 3.7486 -2.3213 1.8050 0.254 0.651 0.191 -0.232
C 2.7687 -1.1012 1.9483 0.425 -1.839 0.419 -0.288
N 2.0516 -0.9173 0.6841 -0.087 1.636 -0.080 -0.072
Si 1.4975 0.7529 0.4447 -0.141 -1.601 0.244 0.440
C 3.0648 1.7830 0.2216 0.738 -0.336 0.014 -0.176
C 4.0316 1.1134 -0.8000 -0.382 0.487 0.505 -0.282
O 3.5297 1.4095 -2.0980 0.571 -0.388 0.092 -0.195
C 4.4574 1.0430 -3.1124 -0.178 -0.219 -1.107 -0.267
C 4.7457 -0.4807 -3.1589 -0.139 0.424 0.882 -0.075
C 0.4674 1.1969 1.9812 -0.780 0.186 -0.044 -0.185
C -1.0078 0.7019 1.7568 1.058 0.243 1.422 -0.304
O -0.9296 -0.7233 1.5712 -1.225 0.456 -1.059 -0.253
Si -2.1516 -1.3901 0.5953 -0.102 -1.450 -0.194 0.464
C -1.6114 -1.6685 -1.2129 -0.067 -0.162 -0.003 -0.149
C -2.4445 -3.1496 1.2848 0.758 0.616 -0.283 -0.174
C -3.8188 -0.4909 0.7375 0.407 -0.048 0.424 -0.161
O 0.4582 0.6949 -0.8889 0.814 1.720 0.478 -0.288
Si 0.1374 2.1588 -1.6672 -1.001 -0.711 0.113 0.544
C 0.2838 3.7133 -0.6002 -0.033 0.571 -0.385 -0.181
C -1.7102 2.0621 -2.2031 0.602 -0.132 -2.311 -0.190
C -1.7259 1.7754 -3.7632 -0.096 -1.622 -0.403 -0.334
C -3.1270 1.0753 -4.2985 0.018 0.357 1.851 -0.040
O -1.6911 0.4185 -4.1023 0.483 2.638 2.176 -0.137
H 5.3362 -0.8165 1.3209 -0.157 -0.491 -0.192 0.063
H 5.2928 -2.2759 0.2166 -0.037 0.538 0.357 0.066
H 5.9331 -2.4100 1.8536 -0.308 0.356 -0.353 0.066
H 3.2386 -3.0496 1.1454 0.423 0.271 0.318 0.094
H 3.9296 -2.8145 2.7812 -0.372 0.310 -0.375 0.083
H 2.0943 -1.3379 2.8056 0.164 0.348 -0.497 0.107
H 3.3789 -0.2275 2.2427 -0.457 -0.149 -0.290 0.098
H 1.2765 -1.5659 0.5840 0.191 -0.006 0.176 0.071
H 3.6018 1.7636 1.1976 -0.453 0.092 -0.378 0.085
H 2.9116 2.8462 -0.0278 0.050 -0.437 0.049 0.072
H 5.0656 1.5085 -0.6914 -0.414 -0.034 -0.075 0.128
H 4.0669 0.0265 -0.5981 -0.051 0.404 -0.241 0.083
H 5.3750 1.6653 -3.0261 -0.279 -0.450 0.113 0.119
H 3.9860 1.3179 -4.0774 0.107 0.026 0.572 0.118
H 5.1967 -0.8117 -4.1081 -0.159 0.266 0.398 0.076
H 5.4053 -0.7445 -2.3102 -0.172 -0.105 -0.545 0.063
H 3.7831 -1.0008 -2.9909 0.449 0.144 -0.247 0.088
H 0.5086 2.2688 2.2641 -0.209 -0.441 -0.221 0.075
H 0.8030 0.6435 2.8835 0.130 0.231 -0.607 0.080
H -1.5243 1.2503 0.9450 0.233 -0.379 0.185 0.099
H -1.5542 0.8579 2.7138 0.032 0.164 -0.678 0.119
H -0.5099 -1.7028 -1.3160 -0.533 0.275 -0.015 0.032
H -2.0339 -0.9259 -1.9127 0.467 -0.229 0.246 0.005
H -1.9722 -2.6577 -1.5714 0.035 0.496 0.384 0.040
H -1.4378 -3.6207 1.3294 -0.599 0.094 0.288 0.023
H -3.0357 -3.7504 0.5715 0.021 0.309 0.458 0.032
H -2.9075 -3.0826 2.2836 0.199 -0.367 -0.385 0.032
H -4.6041 -1.2729 0.7281 0.336 0.461 -0.230 0.038
H -3.9946 0.2617 -0.0505 -0.071 -0.262 0.454 0.024
H -3.8569 -0.0349 1.7494 -0.127 0.013 -0.608 0.037
H 0.9114 2.2717 -2.9157 0.147 0.082 0.077 0.026
H -0.4832 4.4247 -0.9827 0.339 -0.450 0.164 0.033
H 0.0615 3.5803 0.4715 0.276 -0.005 -0.410 0.027
H 1.2473 4.2376 -0.7588 -0.397 -0.402 0.368 0.035
H -2.2296 1.1990 -1.7576 0.082 0.590 0.108 0.057
H -2.2233 3.0304 -2.0714 0.064 -0.483 0.275 0.060
H -1.2502 2.5290 -4.4308 -0.469 -0.796 0.276 0.134
H -3.5184 0.0487 -4.1612 -0.788 0.435 -1.952 0.111
H -3.5890 1.4131 -3.3047 0.472 -0.991 -0.041 0.041
C -6.8903 7.2705 -4.5054 -0.103 0.010 0.114 -0.113
C -6.0373 7.5356 -3.2695 0.047 0.054 -0.131 -0.272
C -4.6180 6.9804 -3.3832 0.062 0.007 0.127 -0.229
C -4.5242 5.4603 -3.5308 -0.096 -0.020 -0.106 -0.227
C -5.1790 4.6566 -2.4079 0.185 -0.023 0.000 -0.264
C -4.5406 4.8976 -1.0446 -0.206 -0.073 0.046 -0.106
H -7.0306 6.2021 -4.6786 0.012 0.021 -0.031 0.066
H -7.8796 7.7164 -4.3859 0.010 -0.023 -0.063 0.069
H -6.4313 7.7055 -5.3960 0.002 -0.048 -0.002 0.075
H -6.5368 7.1309 -2.3843 0.040 0.000 0.000 0.098
H -5.9728 8.6170 -3.1175 -0.002 -0.036 0.057 0.104
H -4.0453 7.2974 -2.5060 0.004 -0.014 -0.017 0.100
H -4.1239 7.4417 -4.2446 -0.028 0.004 0.009 0.110
H -3.4654 5.1840 -3.5945 -0.016 -0.018 0.006 0.103
H -4.9686 5.1587 -4.4836 0.031 0.009 0.006 0.104
H -5.0930 3.5923 -2.6493 -0.053 0.020 -0.033 0.095
H -6.2494 4.8730 -2.3552 0.013 0.005 -0.034 0.101
H -3.4774 4.6453 -1.0625 0.008 0.069 0.032 0.051
H -5.0222 4.2734 -0.2888 0.082 0.032 0.038 0.072
H -4.6432 5.9365 -0.7268 0.051 -0.010 0.002 0.068
C 1.4156 -5.2706 2.8779 -0.146 0.020 0.105 -0.104
C 2.2588 -5.1186 4.1380 0.077 0.061 -0.123 -0.267
C 3.6543 -5.7284 4.0096 0.050 0.004 0.126 -0.231
C 3.6848 -7.2396 3.7717 -0.078 -0.008 -0.102 -0.229
C 2.9782 -8.0794 4.8353 0.151 -0.022 0.019 -0.272
C 3.6037 -7.9496 6.2201 -0.165 -0.060 0.028 -0.114
H 1.2310 -6.3194 2.6379 0.010 0.022 -0.027 0.069
H 0.4452 -4.7882 3.0138 0.004 -0.021 -0.075 0.065
H 1.9072 -4.8034 2.0218 0.002 -0.050 -0.008 0.059
H 1.7276 -5.5528 4.9901 0.045 0.002 0.004 0.100
H 2.3672 -4.0514 4.3556 -0.007 -0.034 0.053 0.095
H 4.2264 -5.4902 4.9118 0.006 -0.020 -0.017 0.103
H 4.1816 -5.2386 3.1839 -0.031 0.003 0.001 0.099
H 4.7306 -7.5577 3.7053 -0.020 -0.011 0.016 0.109
H 3.2425 -7.4635 2.7962 0.016 0.023 0.005 0.101
H 3.0215 -9.1291 4.5311 -0.050 0.027 -0.020 0.104
H 1.9172 -7.8186 4.8856 0.013 0.012 -0.034 0.098
H 4.6544 -8.2474 6.2024 0.001 0.051 0.008 0.074
H 3.0842 -8.5949 6.9316 0.062 0.031 0.027 0.069
H 3.5410 -6.9277 6.5981 0.039 -0.012 0.001 0.065
```
Positions in Å, forces in eV/Å.

Summary:
- E_LUMO (eV) = 0.57
- electronic energy (a.u.) = -2331.23501
- strongest force on any atom (eV Å⁻¹) = 3.5
- HOMO (hartree) = -0.310



A structure of composition C19H30AgBO23 at a distorted geometry. Source: OMol25; level of theory: wB97M-V/def2-TZVPD.

XYZ file:
```
74
Properties=species:S:1:pos:R:3:forces:R:3:lowdin_charge:R:1
Ag 0.0593 0.1265 -0.4998 0.182 -0.241 0.344 0.787
O 3.8418 -3.6089 -0.7782 0.097 1.483 2.692 0.098
C 3.8080 -2.9393 0.2726 -1.122 -1.976 -5.480 -0.406
O 4.4661 -3.1222 1.3419 0.485 0.816 1.861 0.271
B 4.0031 -2.0615 2.3121 0.967 -0.104 0.822 -0.869
O 3.0266 -1.2527 1.5483 -0.037 1.416 2.392 0.274
C 2.8431 -1.7494 0.4185 -2.768 -0.509 -4.265 -0.389
O 1.9618 -1.4227 -0.4299 2.377 -0.614 2.162 0.020
O 5.0631 -1.2046 2.8221 0.689 0.320 -0.315 0.233
C 5.2025 -1.2917 4.1394 1.974 1.445 1.498 -0.332
O 6.0526 -0.7075 4.8279 -2.704 -1.853 -2.016 0.120
C 4.0792 -2.2534 4.5979 -1.031 -1.518 3.293 -0.294
O 3.4287 -2.6690 3.4834 -0.073 0.023 1.328 0.221
O 3.8220 -2.6124 5.7643 0.794 1.265 -4.075 0.113
C 0.4367 -1.1853 -5.0838 -0.309 -1.955 0.367 -0.070
O 0.9288 0.1152 -5.0284 -0.149 2.977 0.697 0.000
C 0.6742 0.9457 -3.9587 1.084 -2.217 -0.354 -0.490
O 0.3142 0.4886 -2.8921 -0.145 1.402 -0.898 0.078
O 1.0505 2.2048 -4.2767 -0.744 -2.085 -0.487 0.032
C 0.7594 3.2025 -3.3567 -0.297 1.730 1.522 -0.058
H 1.1777 -1.9221 -4.7737 0.546 0.238 -0.223 0.100
H 0.1522 -1.3898 -6.1160 0.043 0.141 0.074 0.097
H -0.3804 -1.4680 -4.4200 -0.368 0.911 0.100 0.084
H -0.2148 3.1892 -2.8679 -0.380 -0.726 -0.431 0.091
H 0.7956 4.1608 -3.8748 0.308 -0.186 -0.137 0.106
H 1.4326 3.2270 -2.4998 0.445 -0.172 -0.288 0.076
C -0.1637 -4.3488 -0.7719 1.216 0.226 0.583 -0.006
O -1.5528 -3.9975 -0.8792 0.066 -2.080 0.001 0.028
C -1.9583 -2.8979 -1.4176 0.668 4.082 -0.151 -0.542
O -1.2357 -1.8817 -1.5921 -2.319 -2.643 -0.090 0.034
O -3.3118 -2.9825 -1.6337 0.884 0.376 1.775 -0.010
C -4.0449 -1.8121 -2.0966 1.251 -0.705 -3.016 -0.040
H 0.3560 -3.7148 -0.0535 -0.237 0.375 -0.145 0.073
H 0.4344 -4.3345 -1.6830 -0.617 0.427 -0.348 0.108
H -0.0427 -5.3585 -0.3796 -0.855 -0.026 -0.057 0.100
H -3.7251 -0.7935 -1.8768 0.364 -0.518 0.880 0.077
H -5.1279 -1.9340 -2.1173 0.228 -0.474 0.977 0.100
H -3.7720 -1.9677 -3.1404 -0.489 1.002 -0.607 0.095
C 3.6206 2.4084 -0.8948 0.782 -1.414 -0.111 -0.046
O 3.0213 3.5433 -0.2992 -1.523 0.139 0.699 0.001
C 1.7411 3.5310 0.1557 -1.416 -1.863 -0.863 -0.501
O 0.9145 2.5647 0.1142 2.866 3.366 0.204 0.015
O 1.4775 4.7891 0.5694 -0.192 -0.781 -1.204 -0.010
C 0.0733 5.0909 0.8474 1.108 -0.968 1.119 0.003
H 4.4053 1.9863 -0.2669 0.008 0.435 0.448 0.099
H 4.1302 2.6918 -1.8158 -0.381 0.328 -0.030 0.100
H 2.9884 1.5393 -1.0768 -0.671 0.443 -0.070 0.082
H -0.0299 6.1715 0.9468 0.205 -0.220 -0.214 0.099
H 0.0064 4.6024 1.8195 -1.124 0.260 0.056 0.099
H -0.6101 4.6448 0.1249 0.239 0.083 0.001 0.073
C -3.3242 3.4058 -1.5472 -0.191 0.145 0.261 -0.020
O -3.9484 2.6341 -0.5029 0.539 -1.122 -0.321 -0.006
C -3.4117 1.4313 -0.1940 1.044 -0.928 0.331 -0.478
O -2.3262 0.9492 -0.5921 -3.676 1.504 1.067 0.040
O -4.3171 0.8909 0.7089 0.490 0.527 -0.880 -0.013
C -4.3426 -0.5234 0.9254 1.627 -0.761 0.132 -0.035
H -3.2377 2.8612 -2.4875 0.372 -0.343 0.288 0.099
H -2.3813 3.7882 -1.1563 0.080 -0.062 -0.419 0.076
H -4.0128 4.2223 -1.7645 0.074 0.028 0.372 0.097
H -4.8935 -1.0555 0.1498 0.231 0.259 -0.028 0.079
H -4.7046 -0.8929 1.8848 -0.727 1.234 0.207 0.100
H -3.3025 -0.8339 1.0245 0.183 -0.391 -0.778 0.087
C -0.2907 -2.9621 2.8375 0.356 0.184 -0.722 0.031
O -0.8471 -1.8646 3.5721 0.547 -4.978 2.012 0.066
C -0.9152 -0.6876 3.1957 0.115 4.137 -4.222 -0.626
O -0.5304 -0.2203 2.0900 -0.810 -0.722 2.535 0.030
O -1.5858 -0.0420 4.1401 -0.540 -0.898 -0.058 0.013
C -1.8136 1.3286 4.1060 -0.219 1.020 0.141 -0.048
H -1.0409 -3.3166 2.1306 0.109 0.173 -0.190 0.096
H -0.0386 -3.8000 3.4876 -0.255 0.508 0.482 0.109
H 0.6343 -2.6540 2.3500 -0.190 0.103 -0.178 0.088
H -1.6551 1.7623 3.1186 0.976 0.093 0.205 0.092
H -1.2401 1.6398 4.9791 0.195 1.135 -0.579 0.107
H -2.8533 1.6000 4.2893 -0.257 -0.706 0.321 0.092
```
Positions in Å, forces in eV/Å.

Summary:
- E_LUMO (eV) = -0.07
- electronic energy (a.u.) = -2644.46860
- strongest force on any atom (eV Å⁻¹) = 5.9
- HOMO (hartree) = -0.353
- energy relative to the best compared isomer or geometry (same formula, charge and spin) (kcal/mol) = 90.2



A cluster of 3 separate species, C4H14N2O4 in total at a distorted geometry. Source: OMol25; level of theory: wB97M-V/def2-TZVPD.

XYZ file:
```
24
Properties=species:S:1:pos:R:3:forces:R:3:nbo_charge:R:1
N -2.1400 1.1257 1.5353 0.269 -0.237 -1.147 -0.832
C -1.0975 1.4741 0.4994 -0.759 -0.520 3.338 -0.199
C 0.1755 1.8250 1.3155 1.562 0.392 -0.818 -0.066
O 0.8318 0.6959 1.8599 -0.109 -0.548 0.275 -0.735
C -0.7523 0.1856 -0.2310 1.755 0.315 -0.752 0.690
N -0.0207 0.3003 -1.3764 -1.400 -0.321 -0.046 -0.626
C 0.2924 1.5135 -2.0753 -0.310 1.670 -0.156 -0.429
O -0.8380 -0.9190 0.2944 -0.974 0.265 0.145 -0.662
H -2.1012 0.1154 1.6362 -0.209 0.015 0.198 0.376
H -1.8929 1.5477 2.4154 -0.026 0.070 0.194 0.352
H -1.4961 2.3326 -0.0211 0.345 -0.039 -0.721 0.225
H 0.9555 2.2920 0.6909 -0.297 -0.212 -0.218 0.175
H 0.0725 2.5754 2.1078 -0.973 -0.076 -0.048 0.176
H 0.2061 0.0003 2.1379 0.100 0.566 -0.256 0.483
H -0.0010 -0.5971 -1.8521 0.653 0.017 -0.173 0.440
H -0.4556 2.3294 -2.0085 -0.135 -0.659 0.501 0.198
H 0.3205 1.4156 -3.1652 0.614 -0.567 0.313 0.225
H 1.1910 1.9798 -1.6426 0.076 -0.320 -0.619 0.198
H 1.5034 -1.6896 0.2260 0.229 0.116 0.654 0.500
H 2.7008 -2.3872 1.0433 -0.722 0.313 -0.651 0.494
O 2.0565 -2.4794 0.3154 0.399 -0.186 0.261 -0.983
H 1.3079 -2.7832 -1.3250 -0.139 -0.244 -0.120 0.499
H -0.1530 -3.1094 -1.6726 -0.395 -0.271 0.357 0.475
O 0.6333 -2.7012 -2.0180 0.446 0.460 -0.509 -0.974
```
Positions in Å, forces in eV/Å.

Summary:
- E_LUMO (eV) = 0.72
- electronic energy (a.u.) = -571.27162
- strongest force on any atom (eV Å⁻¹) = 3.5
- HOMO (hartree) = -0.353
- structure (SMILES) = CNC(=O)[C@@H](N)CO.O.O
- energy relative to the best compared isomer or geometry (same formula, charge and spin) (kcal/mol) = 20.2